No. 1
Formula: C9H16Br3Cl4CuO3
Source: the Open Molecules 2025 dataset
Level of theory: wB97M-V/def2-TZVPD

Last column: Löwdin charge in e.
Element x y z (Å)
Cu (-25.42926, 0.43571, 20.74390)  0.683
C (-21.19108, 1.14775, 20.34340)  -0.075
C (-21.93410, -0.14152, 20.71640)  -0.314
O (-23.25187, 0.10826, 20.96328)  -0.019
H (-20.20254, 0.93287, 19.94731)  0.090
H (-21.08192, 1.77287, 21.23176)  0.035
H (-21.72348, 1.73622, 19.59674)  0.045
H (-21.45066, -0.57943, 21.60890)  0.144
H (-21.79616, -0.89947, 19.93438)  0.104
O (-25.04589, 2.45206, 20.29311)  0.045
C (-24.50064, 3.52908, 20.11871)  -0.459
O (-24.71127, 4.23663, 19.03688)  0.055
C (-23.97573, 5.46999, 19.10501)  -0.127
C (-22.85453, 5.24794, 20.11981)  -0.111
C (-23.45399, 4.14104, 21.00295)  -0.083
H (-24.60488, 6.30244, 19.42582)  0.136
H (-23.64685, 5.74630, 18.10614)  0.126
H (-22.69052, 6.16541, 20.67990)  0.122
H (-21.90467, 4.93517, 19.69231)  0.119
H (-23.81907, 4.46837, 21.97249)  0.105
H (-22.74320, 3.34015, 21.19672)  0.083
C (-22.81318, 1.15920, 17.00092)  -1.029
Cl (-22.80964, 2.89661, 16.71783)  0.586
Cl (-21.18604, 0.50122, 17.02243)  0.570
H (-23.28820, 0.98077, 17.96135)  0.005
H (-23.37450, 0.65786, 16.22060)  0.012
C (-22.97280, -2.62893, 17.04137)  -1.053
Cl (-23.17211, -4.38926, 17.15638)  0.525
Cl (-22.73441, -2.10275, 15.37572)  0.530
H (-23.85783, -2.16690, 17.46061)  0.018
H (-22.07433, -2.38518, 17.59487)  -0.005
C (-21.79986, 1.70107, 24.15190)  -1.655
Br (-22.52693, 0.79269, 25.66084)  0.626
Br (-19.92081, 1.31825, 23.92232)  0.612
Br (-22.08913, 3.60465, 24.27783)  0.624
H (-22.28583, 1.35641, 23.25098)  -0.068

Calculated values
HOMO-LUMO gap (spin up / spin down): 8.12 / 6.52 eV
Multiplicity: 2
LUMO level (spin up / spin down): -4.786 / -6.382 eV
Highest occupied orbital energy (spin up / spin down): -12.904 / -12.904 eV
Total charge: +1



No. 2
Formula: C5H15NO
Source: the Open Molecules 2025 dataset
Level of theory: wB97M-V/def2-TZVPD

Last column: Löwdin charge in e.
Element x y z (Å)
C (-0.08388, 1.84436, -1.69579)  -0.069
C (-0.68817, 0.46676, -1.00250)  -0.249
N (0.33783, -0.55139, -0.94606)  -0.064
C (1.29634, -0.50688, 0.19475)  -0.448
C (1.08563, -1.45719, 1.33195)  -0.137
C (1.41568, 0.87442, 0.91080)  -0.093
H (0.49356, 1.51116, -2.51575)  0.035
H (0.48436, 2.51408, -0.99196)  0.063
H (-1.02929, 2.25671, -2.05278)  0.050
H (-1.08666, 0.66721, -0.00445)  0.096
H (-1.44742, 0.00638, -1.69566)  0.112
H (0.70575, -0.85659, -1.82846)  0.099
H (2.30012, -0.77160, -0.05210)  0.110
H (1.77447, -1.39340, 2.26544)  0.097
H (0.04339, -1.50124, 1.68675)  0.060
H (1.14115, -2.61955, 0.87977)  0.123
H (2.26315, 1.39890, 0.43887)  0.073
H (0.58908, 1.59723, 0.93773)  0.056
H (1.65904, 0.76858, 2.02144)  0.087
O (-3.52194, -1.06990, 0.88834)  -0.066
H (-3.27515, -1.79134, 0.33400)  0.009
H (-4.45706, -1.38671, 0.89567)  0.056

Calculated values
HOMO-LUMO gap: 8.93 eV
Multiplicity: 1
Energy above the lowest of the compared OMol25 structures with the same formula, charge and spin: 237.8 kJ/mol
SMILES: CCNC(C)C.O
LUMO level: 0.819 eV
Highest occupied orbital energy: -8.113 eV



No. 3
Formula: C53H89Cl4N11O8S
Source: the Open Molecules 2025 dataset
Level of theory: wB97M-V/def2-TZVPD

Last column: Löwdin charge in e.
Element x y z (Å)
C (4.43454, -1.89493, 0.22552)  -0.121
O (3.29324, -1.60628, -0.59086)  -0.215
C (3.00201, -2.80256, -1.44606)  -0.160
C (1.73034, -2.73140, -2.23729)  -0.054
N (0.42890, -2.59517, -1.34867)  0.110
H (0.32459, -3.55798, -1.06193)  0.078
H (0.68272, -2.05526, -0.53370)  0.147
C (-0.83716, -2.03397, -1.98679)  -0.069
C (-0.86395, -0.52330, -2.03967)  -0.206
O (-0.78406, -0.02710, -0.70825)  -0.177
C (-1.09148, 1.33743, -0.60893)  -0.125
H (4.27510, -2.70438, 0.93788)  0.071
H (4.79710, -1.02826, 0.77827)  0.018
H (5.25452, -2.36334, -0.31883)  0.054
H (2.89142, -3.66972, -0.79498)  0.111
H (3.85015, -2.97429, -2.10883)  0.127
H (1.54511, -3.65968, -2.77775)  0.124
H (1.79028, -1.88358, -2.91972)  0.124
H (-1.55222, -2.40188, -1.25096)  0.106
H (-1.02622, -2.51134, -2.94829)  0.128
H (-1.81193, -0.25169, -2.50405)  0.097
H (-0.07577, -0.17868, -2.70908)  0.126
H (-1.70381, 1.58083, 0.25935)  0.074
H (-1.24833, 1.90688, -1.52502)  0.090
H (-0.21763, 1.93717, -0.35439)  0.044
S (-1.64583, -5.49051, -0.43526)  0.037
O (-2.23560, -4.28645, -0.03300)  -0.389
O (-1.39853, -6.29225, 0.69927)  -0.362
O (-2.61483, -6.01867, -1.38401)  -0.408
O (-0.46136, -5.17038, -1.21137)  -0.393
C (1.92681, -3.52310, -6.45349)  -0.063
C (1.22186, -4.39751, -5.44419)  -0.849
O (1.54117, -5.57608, -5.22221)  -0.071
O (0.18244, -3.90628, -4.99518)  -0.079
H (1.82483, -2.51502, -6.05166)  0.046
H (1.54663, -3.66569, -7.46503)  0.064
H (3.00126, -3.70611, -6.44051)  0.054
C (-2.64048, 1.28188, 3.61870)  -0.071
C (-4.03048, 1.49720, 3.13471)  -0.245
N (-4.53601, 2.89816, 3.23405)  -0.174
C (-5.62515, 3.29305, 2.30605)  -0.244
C (-5.27848, 2.97574, 0.88326)  -0.104
C (-4.94292, 3.09892, 4.65811)  -0.269
C (-5.43586, 4.45652, 5.03288)  -0.117
H (-1.74986, 1.66199, 3.11830)  0.067
H (-2.39247, 0.23270, 3.77938)  0.080
H (-2.57584, 1.71048, 4.61882)  0.061
H (-3.99674, 1.24932, 2.07381)  0.075
H (-4.83271, 0.81590, 3.41817)  0.122
H (-6.61987, 2.89034, 2.49700)  0.115
H (-5.68116, 4.38078, 2.34841)  0.107
H (-5.85999, 3.45211, 0.09394)  0.073
H (-4.28731, 3.30749, 0.57403)  0.078
H (-5.29390, 1.90280, 0.69178)  0.054
H (-4.11544, 3.00259, 5.36103)  0.104
H (-5.66609, 2.39040, 5.06199)  0.113
H (-6.47339, 4.65004, 4.76050)  0.066
H (-4.91329, 5.24185, 4.48672)  0.051
H (-5.23651, 4.59055, 6.09608)  0.077
C (1.78983, 9.02740, -1.37005)  -0.084
C (0.77407, 7.80809, -1.56648)  -0.203
N (1.44707, 6.60260, -2.01166)  -0.278
C (2.10395, 6.64371, -3.34376)  -0.241
C (1.79132, 5.28787, -4.01198)  -0.081
C (2.20903, 5.85782, -1.09811)  -0.264
C (1.09930, 5.05072, -0.47088)  -0.115
H (2.11914, 9.33517, -2.36249)  0.052
H (2.55727, 8.88407, -0.60940)  0.050
H (1.27161, 9.88519, -0.94139)  0.044
H (0.14107, 7.46471, -0.74824)  0.103
H (0.11058, 8.01167, -2.40698)  0.101
H (1.56215, 7.38145, -3.93562)  0.095
H (3.13296, 6.96976, -3.19232)  0.109
H (2.40401, 4.54339, -3.50358)  0.062
H (0.76148, 4.96930, -3.85060)  0.076
H (2.05091, 5.39261, -5.06542)  0.061
H (2.68131, 6.48211, -0.33961)  0.101
H (2.91696, 5.18212, -1.57807)  0.117
H (1.63994, 4.28606, 0.08688)  0.005
H (0.54437, 4.51984, -1.24438)  0.072
H (0.27859, 5.49948, 0.08872)  0.045
C (3.37768, 1.97507, 1.91342)  -2.083
Cl (3.53633, 3.68487, 1.90424)  0.296
Cl (2.22743, 1.30483, 3.05828)  0.394
Cl (2.73525, 1.54089, 0.27207)  0.404
Cl (4.90673, 1.12582, 2.15278)  0.399
N (6.23696, -5.42518, -0.00264)  0.031
C (6.65883, -4.64709, 1.06896)  -0.100
C (7.42390, -3.57442, 0.53010)  -0.156
C (7.56564, -3.82028, -0.76815)  -0.178
C (6.74572, -4.91511, -1.16533)  -0.114
H (5.65664, -6.25164, -0.01973)  0.093
H (6.35549, -4.83508, 2.08830)  0.088
H (8.01580, -2.86995, 1.09558)  0.094
H (8.21329, -3.26958, -1.43424)  0.086
H (6.68820, -5.39108, -2.13309)  0.098
N (-0.67485, -0.86595, -6.30599)  0.041
C (-0.22857, 0.35731, -6.74137)  -0.124
C (-0.90193, 1.32678, -5.98074)  -0.130
C (-1.73978, 0.66960, -5.15337)  -0.190
C (-1.71351, -0.67208, -5.37552)  -0.102
H (-0.26265, -1.77974, -6.42920)  0.108
H (0.57178, 0.40183, -7.46515)  0.093
H (-0.96679, 2.40481, -5.98779)  0.087
H (-2.38397, 1.17265, -4.44742)  0.077
H (-2.28175, -1.46124, -4.90569)  0.110
N (5.76602, -3.45818, 5.92323)  -0.040
C (4.83702, -4.23307, 5.32774)  -0.141
C (4.20217, -3.39276, 4.40196)  -0.103
C (4.52691, -2.09133, 4.74781)  -0.105
C (5.48966, -2.12007, 5.77556)  -0.122
H (6.35886, -3.86658, 6.63164)  0.134
H (4.71557, -5.29869, 5.45467)  0.101
H (3.51726, -3.62825, 3.60080)  0.078
H (4.10167, -1.19248, 4.32635)  0.074
H (5.99603, -1.32297, 6.29959)  0.092
N (-5.13513, 0.29214, -4.02503)  0.018
C (-5.51314, 1.00056, -5.09345)  -0.152
C (-5.21090, 2.33631, -4.83155)  -0.100
C (-4.71217, 2.39031, -3.48647)  -0.121
C (-4.65367, 1.12666, -3.05781)  -0.183
H (-5.03665, -0.71058, -3.95456)  0.157
H (-6.07436, 0.48072, -5.85582)  0.105
H (-5.24062, 3.10234, -5.59228)  0.078
H (-4.27878, 3.19312, -2.90848)  0.096
H (-4.33756, 0.71498, -2.11071)  0.095
N (-6.19553, -1.66161, 0.67634)  -0.020
C (-5.25416, -1.04527, -0.06225)  -0.163
C (-3.97599, -1.18147, 0.53475)  -0.065
C (-4.19155, -2.04501, 1.64828)  -0.065
C (-5.59708, -2.31306, 1.68994)  -0.139
H (-7.14193, -1.80088, 0.35225)  0.145
H (-5.51925, -0.57997, -1.00013)  0.075
H (-3.04869, -0.73851, 0.20262)  0.079
H (-3.57659, -2.48891, 2.41716)  0.092
H (-6.18668, -2.88127, 2.39416)  0.095
N (1.72701, -6.09470, 0.59591)  0.073
C (2.57591, -7.07475, 0.19425)  -0.127
C (3.78609, -7.07836, 0.92518)  -0.166
C (3.60612, -6.07555, 1.87295)  -0.148
C (2.37811, -5.37601, 1.58267)  -0.089
H (0.83292, -5.90675, 0.16535)  0.081
H (2.33902, -7.64910, -0.68916)  0.110
H (4.65505, -7.71946, 0.94291)  0.079
H (4.23388, -5.93976, 2.74121)  0.064
H (1.90271, -4.60616, 2.17236)  0.076
N (-0.69544, -3.93224, 2.50053)  0.058
C (-0.70472, -4.87502, 3.50167)  -0.148
C (-0.14520, -4.30286, 4.57572)  -0.173
C (0.35906, -3.01141, 4.28378)  -0.119
C (0.00104, -2.85100, 2.96675)  -0.170
H (-1.10710, -4.15011, 1.60433)  0.074
H (-1.18538, -5.84111, 3.45661)  0.110
H (-0.13936, -4.78381, 5.54270)  0.074
H (0.94485, -2.36660, 4.92212)  0.081
H (0.11176, -1.94987, 2.38185)  0.100
N (-2.23159, 4.66951, 2.95772)  0.051
C (-2.16401, 5.87656, 3.60823)  -0.162
C (-0.92781, 6.43509, 3.40417)  -0.150
C (-0.20407, 5.58840, 2.59498)  -0.137
C (-1.01839, 4.52039, 2.31538)  -0.123
H (-3.04945, 4.07883, 3.00586)  0.083
H (-2.98461, 6.27455, 4.18669)  0.081
H (-0.51825, 7.26517, 3.96061)  0.082
H (0.85567, 5.66411, 2.40103)  0.085
H (-0.80505, 3.61434, 1.76769)  0.100

Calculated values
HOMO-LUMO gap (spin up / spin down): 1.90 / 5.00 eV
Multiplicity: 2
LUMO level (spin up / spin down): 4.721 / 4.715 eV
Highest occupied orbital energy (spin up / spin down): 2.821 / -0.286 eV
Total charge: -3



No. 4
Formula: C32H62N2O8
Source: the Open Molecules 2025 dataset
Level of theory: wB97M-V/def2-TZVPD

Last column: Löwdin charge in e.
Element x y z (Å)
C (0.48016, -2.48413, -2.08785)  -0.094
C (0.05168, -1.13914, -1.24532)  -0.238
O (-0.57156, -0.19417, -2.18368)  -0.173
C (0.40773, 0.70789, -2.80856)  -0.170
O (0.09682, 2.14492, -2.66190)  -0.015
C (-1.08463, 2.53882, -3.44438)  -0.252
O (-2.30425, 2.00007, -3.37788)  0.024
O (-0.93828, 3.70367, -4.37906)  -0.080
C (-2.06979, 4.63460, -4.22573)  -0.187
C (-2.18757, 5.32699, -2.73298)  -0.159
C (-3.73743, 5.29188, -2.11672)  -0.211
C (-3.86519, 4.22078, -0.86418)  -0.220
C (-5.41803, 4.03098, -0.31923)  -0.224
C (-6.11612, 2.61233, -0.78655)  -0.217
C (-7.77493, 2.79818, -0.69497)  -0.173
C (-8.50369, 1.31347, -0.94214)  -0.186
O (-9.46210, 1.43333, -2.05150)  -0.097
C (-9.85719, 0.12503, -2.59685)  -0.285
C (-11.26653, 0.05859, -3.49444)  -0.025
O (-9.18040, -1.02172, -2.49036)  -0.039
H (-0.51259, -3.10089, -2.26883)  0.088
H (0.91888, -2.15513, -3.12241)  0.081
H (1.20952, -3.20767, -1.49436)  0.075
H (0.89962, -0.69164, -0.57489)  0.108
H (-0.81122, -1.47798, -0.49288)  0.137
H (1.46329, 0.54590, -2.27829)  0.144
H (0.59542, 0.39129, -3.94417)  0.168
H (-3.11184, 4.19090, -4.56033)  0.131
H (-1.85824, 5.53577, -4.97748)  0.140
H (-1.49587, 4.83681, -1.91749)  0.118
H (-1.85360, 6.46735, -2.83116)  0.116
H (-4.54866, 5.06521, -2.94268)  0.114
H (-3.99926, 6.37064, -1.68981)  0.112
H (-3.11251, 4.53168, 0.00741)  0.118
H (-3.47335, 3.17622, -1.26258)  0.104
H (-6.04279, 4.91217, -0.81281)  0.107
H (-5.49550, 4.16724, 0.86150)  0.119
H (-5.80518, 1.78209, -0.00717)  0.119
H (-5.79347, 2.28858, -1.88029)  0.132
H (-8.11072, 3.27802, 0.34053)  0.119
H (-8.08040, 3.57409, -1.52872)  0.116
H (-7.59963, 0.57337, -1.16151)  0.133
H (-8.98139, 1.03202, 0.09512)  0.137
H (-11.14512, 0.76871, -4.42820)  0.092
H (-11.39597, -1.03173, -3.90429)  0.092
H (-12.21116, 0.35838, -2.86223)  0.091
C (6.81991, -3.66176, -0.52661)  -0.040
C (5.46416, -3.35123, -1.21405)  -0.472
C (5.66222, -3.08806, -2.73119)  -0.139
C (6.26493, -1.72488, -3.04111)  -0.186
C (5.45337, -0.61183, -2.38286)  -0.135
C (5.27560, -0.82161, -0.85493)  -0.463
N (4.79360, -2.20740, -0.50876)  -0.010
O (3.42426, -2.26664, -0.83253)  -0.050
C (6.62552, -0.51162, -0.14564)  -0.045
C (4.32799, 0.29287, -0.29816)  -0.037
C (4.70031, -4.71247, -1.07143)  -0.042
H (7.52698, -2.83899, -0.52202)  0.050
H (6.66582, -3.96620, 0.51727)  0.092
H (7.33614, -4.48431, -1.03524)  0.089
H (4.69503, -3.15828, -3.24952)  0.123
H (6.29508, -3.86769, -3.17361)  0.123
H (7.30888, -1.69260, -2.71422)  0.105
H (6.27964, -1.57010, -4.12662)  0.116
H (5.94239, 0.34991, -2.57914)  0.125
H (4.47095, -0.55777, -2.87187)  0.120
H (6.62855, -0.88728, 0.88408)  0.094
H (6.80790, 0.56726, -0.09062)  0.084
H (7.49309, -0.90695, -0.67024)  0.058
H (3.34696, 0.29995, -0.78459)  0.052
H (4.75352, 1.29067, -0.46168)  0.088
H (4.17864, 0.17420, 0.78133)  0.073
H (4.49840, -4.95031, -0.01806)  0.087
H (5.29237, -5.53529, -1.48412)  0.085
H (3.74428, -4.72144, -1.61271)  0.074
C (3.20035, -0.63551, 4.32473)  -0.038
C (2.06464, -1.55459, 3.80269)  -0.469
C (1.17794, -0.80503, 2.77209)  -0.142
C (0.22966, 0.20529, 3.40263)  -0.184
C (-0.61451, -0.45128, 4.49217)  -0.137
C (0.24529, -1.17182, 5.56535)  -0.471
N (1.27823, -2.09076, 4.96438)  -0.020
O (0.60215, -3.24028, 4.51168)  -0.028
C (0.91767, -0.10039, 6.47166)  -0.051
C (-0.70667, -1.91782, 6.55898)  -0.049
C (2.86125, -2.65522, 3.02116)  -0.043
H (2.86465, 0.22211, 4.89807)  0.050
H (3.89704, -1.20016, 4.95870)  0.093
H (3.77898, -0.21865, 3.49214)  0.078
H (0.57554, -1.52901, 2.20462)  0.120
H (1.80488, -0.29294, 2.03130)  0.110
H (0.79537, 1.05185, 3.80395)  0.105
H (-0.43098, 0.61764, 2.63060)  0.115
H (-1.24626, 0.31194, 4.96228)  0.123
H (-1.30282, -1.16569, 4.01990)  0.124
H (1.72532, -0.53695, 7.07046)  0.094
H (0.19907, 0.33330, 7.17579)  0.082
H (1.30628, 0.75351, 5.92032)  0.056
H (-1.35737, -2.64430, 6.06111)  0.075
H (-1.37512, -1.21332, 7.06918)  0.081
H (-0.13136, -2.44055, 7.33192)  0.088
H (3.49261, -3.24863, 3.69657)  0.087
H (3.51948, -2.20136, 2.27374)  0.065
H (2.20519, -3.34525, 2.47296)  0.079

Calculated values
HOMO-LUMO gap (spin up / spin down): 9.55 / 8.94 eV
Multiplicity: 3
LUMO level (spin up / spin down): 0.511 / -0.661 eV
Highest occupied orbital energy (spin up / spin down): -9.043 / -9.605 eV



Q: The lowest multiplicity belongs to which entry?
A: C5H15NO



Q: Which of these has the lowest multiplicity?
A: C5H15NO



Q: Which value of multiplicity does entry 2 give?
A: 1